Density functional theory data (ωB97M-V/def2-TZVPD) for a 3-piece molecular cluster, C17H14BClNO5P overall at a distorted geometry.

Geometry as XYZ:
```
40
C17H14BClNO5P (ωB97M-V/def2-TZVPD)
O 0.70 1.41 2.13
P 1.17 0.73 0.71
Cl 2.23 -0.93 1.35
B -0.36 0.06 -0.22
C -1.77 0.51 0.30
C -2.73 -0.46 0.49
C -3.94 -0.02 0.99
C -4.08 1.31 1.24
N -3.19 2.26 1.03
C -2.02 1.85 0.56
H 0.56 2.36 2.03
H -0.23 -0.62 -1.18
H -2.55 -1.50 0.27
H -4.75 -0.71 1.18
H -5.03 1.63 1.66
H -1.23 2.57 0.38
C 2.57 -7.02 1.67
C 3.86 -7.31 1.85
C 4.86 -6.23 2.08
O 6.03 -6.49 2.24
C 4.37 -4.83 2.09
C 3.08 -4.55 1.91
C 2.08 -5.62 1.68
O 0.91 -5.37 1.52
H 1.83 -7.79 1.51
H 4.24 -8.32 1.85
H 5.11 -4.07 2.25
H 2.71 -3.54 1.91
C -1.82 4.17 -2.02
C -2.54 4.56 -3.07
C -1.98 5.48 -4.09
O -2.63 5.84 -5.04
C -0.58 5.94 -3.89
C 0.14 5.55 -2.85
C -0.43 4.64 -1.83
O 0.23 4.27 -0.87
H -2.21 3.51 -1.26
H -3.56 4.24 -3.22
H -0.19 6.61 -4.65
H 1.16 5.88 -2.69
```

Output
HOMO level, eV: -8.52
Orbital gap, eV: 6.9
E, eV: -52068.80490
SMILES string: O=C1C=CC(=O)C=C1.O=C1C=CC(=O)C=C1.OP(Cl)Bc1cccnc1
Molar mass, g mol⁻¹: 389.5